No. 1
16
Properties=species:S:1:pos:R:3:mulliken_charge:R:1 method="wB97M-V/def2-TZVPD" energy_ha=-234.5393 de_lowest_kj_mol=166.0 orbital_gap_ev=11.6
C -1.28963 -1.22798 -0.63211 -1.464
C -0.27041 -0.26994 -0.06630 0.344
C 0.03799 1.08419 -0.72890 -0.466
C 1.03289 0.97873 0.44903 -0.495
C -0.15880 0.48875 1.30062 -0.454
C 1.26024 -0.49589 0.05181 -0.441
H -0.94418 -1.56480 -1.61865 0.306
H -2.25806 -0.73702 -0.78676 0.317
H -1.44180 -2.11236 -0.00732 0.333
H 0.43768 1.04978 -1.74806 0.265
H -0.77813 1.81186 -0.64049 0.268
H 1.79977 1.70350 0.73386 0.462
H 0.08399 -0.10293 2.19161 0.257
H -0.91328 1.25111 1.52709 0.253
H 1.81155 -0.68505 -0.87641 0.262
H 1.59019 -1.17196 0.85099 0.253

=====

No. 2
16
Properties=species:S:1:pos:R:3:mulliken_charge:R:1 method="wB97M-V/def2-TZVPD" energy_ha=-234.5528 smiles=C[C@H]1C[C@H]2C[C@H]21 de_lowest_kj_mol=130.4 orbital_gap_ev=10.9
C 1.60417 0.96213 0.31912 -1.327
C 0.67245 -0.23887 0.51216 0.276
C -0.76306 -0.03819 1.09927 -0.893
C -1.34641 -0.74160 -0.12418 -0.086
C -0.97288 0.03813 -1.34509 -0.658
C 0.03711 -0.88289 -0.72602 -0.474
H 1.40772 1.75295 1.05252 0.314
H 2.65452 0.67032 0.42690 0.337
H 1.48950 1.39671 -0.67970 0.323
H 1.17569 -1.01022 1.10565 0.421
H -0.90403 -0.58023 2.03818 0.287
H -1.09787 0.99798 1.23709 0.307
H -2.15976 -1.46096 -0.11651 0.377
H -0.85374 1.11980 -1.27084 0.158
H -1.40713 -0.29649 -2.28355 0.269
H 0.45157 -1.71863 -1.28323 0.370